C60H136F6N11O24S6 | ωB97M-V/def2-TZVPD

Atoms and positions in Å:
C1 -7.98724 5.69926 -0.61030
C2 -7.65603 6.14413 0.80428
C3 -8.52805 5.45472 1.79091
C4 -8.33559 3.98131 2.06101
C5 -6.89973 3.90586 2.62492
C6 -5.75496 4.38336 1.65773
N1 -6.18971 5.58988 1.03753
O1 -5.24051 6.41799 0.58395
C7 -5.54411 3.43568 0.45346
C8 -4.48186 4.53818 2.43378
C9 -7.72803 7.65940 1.01960
H1 -8.98924 6.09121 -0.81163
H2 -8.05515 4.61123 -0.75061
H3 -7.29013 6.09322 -1.35766
H4 -9.49583 5.60296 1.31705
H5 -8.55233 5.98161 2.75911
H6 -8.43830 3.39164 1.13974
H7 -9.07957 3.61497 2.78545
H8 -6.63896 2.86907 2.83697
H9 -6.83765 4.45513 3.56608
H10 -5.42276 2.43531 0.90527
H11 -4.66134 3.66626 -0.14653
H12 -6.41540 3.37111 -0.19123
H13 -4.33694 3.55051 2.88144
H14 -4.66305 5.22254 3.26225
H15 -3.57588 4.81641 1.90422
H16 -7.03518 8.10410 0.30902
H17 -7.44715 8.01994 2.01274
H18 -8.72644 8.03200 0.77687
C10 -1.95460 2.21288 -0.37973
C11 -0.69125 1.53380 -0.03784
C12 -0.67528 0.04461 -0.35698
C13 -0.83536 -0.26131 -1.84315
C14 0.39711 0.22222 -2.57023
C15 0.84877 1.63698 -2.36189
N2 0.29614 2.16966 -1.02159
O2 0.76289 3.37573 -0.64009
C16 0.31023 2.63475 -3.36524
C17 2.37233 1.67282 -2.32933
C18 -0.30228 1.72390 1.39648
H19 -2.35047 1.79056 -1.30127
H20 -1.96246 3.30724 -0.47836
H21 -2.69604 1.95869 0.38800
H22 -1.43860 -0.43490 0.27520
H23 0.29764 -0.38047 -0.03819
H24 -1.77918 0.02853 -2.31071
H25 -0.74469 -1.33979 -1.98641
H26 0.10030 0.24576 -3.63448
H27 1.21441 -0.50097 -2.50071
H28 0.45788 3.68215 -3.10460
H29 -0.76628 2.49705 -3.52967
H30 0.78026 2.46037 -4.33166
H31 2.69732 1.31139 -3.31070
H32 2.81329 1.02152 -1.56804
H33 2.74874 2.68395 -2.19226
H34 -1.22510 1.44072 1.91660
H35 -0.04213 2.75271 1.67738
H36 0.51345 1.06950 1.77726
C19 -0.09865 2.37860 4.89383
C20 0.44913 2.85128 6.21890
C21 0.32209 4.34124 6.37540
C22 0.46199 4.91531 7.73886
C23 -0.58945 4.31788 8.64175
C24 -0.67076 2.78541 8.76637
N3 -0.30364 2.24729 7.35314
O3 -0.82834 1.02442 7.11560
C25 -2.04771 2.33085 9.13807
C26 0.36117 2.20126 9.67541
C27 1.87980 2.38767 6.36034
H37 0.14034 1.33016 4.72964
H38 0.34229 2.96339 4.08093
H39 -1.17556 2.54050 4.82261
H40 -0.61197 4.73766 5.94647
H41 1.11222 4.71522 5.71835
H42 0.19183 5.96767 7.63415
H43 1.44828 4.86612 8.19884
H44 -1.59026 4.74898 8.46633
H45 -0.29384 4.64328 9.63624
H46 -2.76584 2.71467 8.40867
H47 -2.28083 2.90120 10.03331
H48 -2.20079 1.27222 9.30803
H49 -0.00152 2.53342 10.65046
H50 1.38955 2.55075 9.62063
H51 0.28086 1.11353 9.71883
H52 1.85136 1.30629 6.24625
H53 2.43166 2.67603 7.25305
H54 2.44538 2.77510 5.49786
C28 7.64791 0.18071 -1.65047
C29 6.76920 0.33514 -0.44257
C30 6.87509 -0.92146 0.42104
C31 8.18439 -1.07001 1.20463
C32 8.26773 0.11298 2.13466
C33 8.43349 1.44762 1.47004
N4 7.37739 1.46474 0.33700
O4 6.97420 2.68728 -0.06018
C34 9.75263 1.57903 0.76247
C35 8.17637 2.53507 2.46315
C36 5.38392 0.58123 -0.81667
H55 8.66249 -0.04926 -1.32921
H56 7.67321 1.08139 -2.27010
H57 7.32214 -0.65769 -2.25584
H58 6.56922 -1.72782 -0.25090
H59 6.10205 -0.84410 1.19666
H60 9.10093 -1.11489 0.60455
H61 8.24761 -1.96288 1.82536
H62 9.19359 -0.00085 2.69266
H63 7.45654 0.11461 2.87563
H64 9.73618 2.12688 -0.18777
H65 10.28436 0.64228 0.61632
H66 10.36412 2.22249 1.39289
H67 8.90880 2.45617 3.25874
H68 7.16556 2.46433 2.88561
H69 8.24072 3.53374 2.01836
H70 5.04291 -0.35557 -1.24702
H71 5.37229 1.33173 -1.60566
H72 4.72129 0.93752 -0.02078
C37 -7.37668 -1.62097 -6.15339
O5 -6.12378 -1.28398 -5.54612
C38 -5.13671 -2.19326 -5.57760
C39 -4.93658 -2.91195 -4.25584
N5 -3.65667 -3.69893 -4.12533
H73 -3.68387 -4.10347 -3.07648
H74 -3.63445 -4.43973 -4.81016
C40 -2.39510 -2.91301 -4.16955
C41 -1.16131 -3.79565 -3.90081
O6 -0.03802 -2.95900 -3.85719
C42 1.12668 -3.63412 -3.38788
H75 -7.32188 -1.44504 -7.23327
H76 -8.11955 -0.91991 -5.76419
H77 -7.70928 -2.64278 -5.96934
H78 -4.19315 -1.70444 -5.88642
H79 -5.32101 -2.94280 -6.38102
H80 -5.73610 -3.64468 -4.12840
H81 -4.96302 -2.19178 -3.43172
H82 -2.50227 -2.13998 -3.42136
H83 -2.28339 -2.48111 -5.16565
H84 -1.07850 -4.52286 -4.73080
H85 -1.27481 -4.34646 -2.96543
H86 1.52112 -4.41015 -4.06649
H87 0.89685 -4.09146 -2.40763
H88 1.92195 -2.89740 -3.22820
C43 -3.89019 1.22793 -4.48111
O7 -2.74105 1.19602 -5.29070
C44 -2.99268 1.39905 -6.62404
C45 -1.68879 1.48264 -7.43325
N6 -1.29977 0.28668 -8.25518
H89 -2.12912 0.13117 -8.82089
H90 -0.60585 0.50335 -8.95938
C46 -1.04026 -1.04732 -7.64328
C47 0.39980 -1.26228 -7.43632
O8 0.94296 -0.39226 -6.45860
C48 2.36304 -0.56056 -6.27448
H91 -3.54950 1.49046 -3.47122
H92 -4.45839 0.28603 -4.44296
H93 -4.53282 2.04816 -4.79241
H94 -3.46860 2.38868 -6.74773
H95 -3.71375 0.63559 -6.98367
H96 -0.94047 1.55991 -6.64150
H97 -1.60122 2.36550 -8.05743
H98 -1.47516 -1.81214 -8.29505
H99 -1.54202 -1.06196 -6.67445
H100 1.02019 -1.31278 -8.34127
H101 0.38282 -2.27702 -7.00389
H102 2.82799 -0.85474 -7.22411
H103 2.56063 -1.35513 -5.53658
H104 2.82767 0.38027 -5.96122
C49 0.58138 -2.49002 3.43294
O9 0.73567 -3.84481 2.99084
C50 -0.45497 -4.34946 2.39239
C51 -0.26239 -5.74084 2.00696
N7 0.54034 -6.52562 2.99749
H105 0.91257 -7.29307 2.44922
H106 1.36249 -5.99697 3.26642
C52 -0.14644 -7.10302 4.17297
C53 -0.21910 -6.16066 5.29785
O10 1.04245 -5.99141 5.82682
C54 1.25617 -4.88514 6.64740
H107 -0.08568 -2.39628 4.31245
H108 0.25243 -1.82352 2.62847
H109 1.59473 -2.18647 3.69694
H110 -0.78985 -3.76547 1.52774
H111 -1.26315 -4.29411 3.12801
H112 0.30344 -5.81191 1.07892
H113 -1.21876 -6.24011 1.80579
H114 0.36549 -8.01219 4.46411
H115 -1.16242 -7.35320 3.84186
H116 -0.97114 -6.52863 6.01719
H117 -0.60980 -5.19566 4.93309
H118 0.37239 -4.71634 7.27923
H119 1.41970 -3.95723 6.07449
H120 2.10349 -5.10617 7.29188
C55 4.64557 -4.99763 -5.33510
O11 5.01825 -5.04225 -3.96700
C56 5.52028 -6.31104 -3.56239
C57 5.28843 -6.45919 -2.03906
N8 5.92999 -5.38256 -1.29044
H121 6.92300 -5.39588 -1.52228
H122 5.58135 -4.47727 -1.59384
C58 5.72047 -5.37774 0.20346
C59 4.29754 -5.00822 0.58667
O12 4.01915 -3.76321 0.10916
C60 2.73748 -3.29564 0.52413
H123 4.39338 -3.95061 -5.51256
H124 3.78870 -5.63132 -5.58358
H125 5.47932 -5.26336 -5.99139
H126 6.54110 -6.49583 -3.91878
H127 4.89851 -7.11079 -3.99147
H128 5.74506 -7.37458 -1.65290
H129 4.22588 -6.49333 -1.80914
H130 6.41331 -4.63286 0.60858
H131 5.94031 -6.35491 0.64353
H132 4.32148 -5.02957 1.68424
H133 3.52764 -5.75899 0.31011
H134 2.54965 -2.34693 0.02358
H135 2.66733 -3.17130 1.61261
H136 1.95438 -4.01241 0.19585
N9 3.20817 2.15898 1.48214
S1 3.32160 0.80657 2.31565
O13 2.48689 0.88149 3.46754
O14 4.69464 0.46974 2.43240
F1 2.67308 -0.26698 1.34979
S2 3.68075 3.46620 2.25766
O15 4.77072 3.14523 3.10331
O16 2.53213 4.02625 2.86794
F2 4.17691 4.22514 1.09609
N10 -3.37530 6.61190 -2.72819
S3 -4.25388 5.23943 -3.33362
O17 -4.13621 4.27115 -2.28340
O18 -3.74881 4.83408 -4.61531
F3 -5.68407 5.68473 -3.39798
S4 -2.00498 6.26443 -2.30501
O19 -1.34444 5.46876 -3.29683
O20 -2.05466 5.64654 -1.01078
F4 -1.44735 7.56717 -2.24227
N11 -3.81304 -4.65592 -1.40470
S5 -5.48029 -5.15406 -0.88480
O21 -6.04635 -3.94399 -0.41085
O22 -5.30527 -6.31165 -0.07326
F5 -5.97587 -5.48163 -2.28606
S6 -3.25718 -3.80547 -0.27718
O23 -3.23585 -4.49488 0.94431
O24 -3.71891 -2.48258 -0.35013
F6 -1.71996 -3.74208 -0.78289

Largest force on an atom, eV Å⁻¹: 9.71
E_HOMO, hartree: -0.553
Spin multiplicity: 1
Net charge: +5
DFT total energy, eV: -211208.07921

Mulliken population analysis, charges in e, atoms 1 to 99:
1 C -1.53
2 C 1.23
3 C -1.25
4 C -0.64
5 C -1.36
6 C 1.58
7 N 0.98
8 O -0.31
9 C -1.08
10 C -1.98
11 C -1.71
12 H 0.51
13 H 0.38
14 H 0.31
15 H 0.51
16 H 0.37
17 H 0.34
18 H 0.42
19 H 0.56
20 H 0.43
21 H 0.49
22 H -0.15
23 H 0.39
24 H 0.49
25 H 0.50
26 H 0.30
27 H 0.46
28 H 0.42
29 H 0.39
30 C -0.80
31 C 3.03
32 C -1.05
33 C 1.32
34 C -0.83
35 C 2.03
36 N 1.72
37 O -0.32
38 C -1.79
39 C -2.23
40 C -2.68
41 H -0.63
42 H 0.17
43 H 0.42
44 H 1.02
45 H -0.67
46 H -0.33
47 H -0.73
48 H -0.34
49 H -0.16
50 H 0.51
51 H 0.29
52 H 0.56
53 H 0.31
54 H 0.25
55 H 0.63
56 H 0.63
57 H 0.70
58 H -0.39
59 C -2.05
60 C 1.56
61 C -1.15
62 C -0.78
63 C -1.12
64 C 1.18
65 N 1.02
66 O -0.35
67 C -1.71
68 C -1.61
69 C -1.70
70 H 0.41
71 H 0.36
72 H 0.67
73 H 0.49
74 H 0.47
75 H 0.38
76 H 0.38
77 H 0.46
78 H 0.42
79 H 0.44
80 H 0.47
81 H 0.36
82 H 0.50
83 H 0.32
84 H 0.42
85 H 0.46
86 H 0.40
87 H 0.29
88 C -2.01
89 C 1.83
90 C -0.73
91 C -1.08
92 C -1.29
93 C 1.35
94 N 1.31
95 O -0.34
96 C -1.56
97 C -1.80
98 C -1.90
99 H 0.49